Density functional theory data (wB97M-V/def2-TZVPD) for a cluster of 5 separate species, C9H18Cl10O2 in total.

XYZ file:
```
39
Properties=species:S:1:pos:R:3:forces:R:3
Cl -0.8699 -3.7001 0.0819 0.3 0.4 0.1
C 0.0187 -2.2296 -0.3723 0.4 -0.7 -1.3
Cl 0.1393 -2.1933 -2.1834 -0.4 0.1 0.4
Cl -0.8471 -0.8154 0.1648 0.2 0.1 0.2
Cl 1.7149 -2.2991 0.1633 -0.5 0.2 0.5
Cl 5.5872 -2.4999 -5.0934 -0.2 0.0 -0.4
C 4.9634 -2.2665 -3.4626 -0.5 0.6 0.8
C 3.5018 -1.7740 -3.3585 0.7 -0.9 0.5
Cl 3.3126 -0.0710 -3.8313 -0.1 -0.2 -0.3
H 5.6083 -1.5255 -2.9901 0.0 -0.1 0.0
H 5.0828 -3.2180 -2.9444 -0.2 0.1 0.0
H 3.1670 -1.8139 -2.3220 0.4 0.0 0.1
H 2.8350 -2.4836 -3.8483 -0.1 0.5 -0.6
Cl -1.3820 2.4283 -2.3062 0.2 -0.3 0.1
C 0.3203 1.9071 -2.1113 0.4 -1.1 0.5
C 1.2574 3.0549 -2.0715 -0.1 2.0 0.4
Cl 0.9868 4.0855 -3.4947 0.5 0.3 -0.5
H 0.5989 1.1860 -2.8797 -0.3 0.2 -0.2
H 0.3941 1.3919 -1.1536 -0.2 -0.1 0.0
H 2.3312 2.9100 -1.9533 -0.2 -0.9 -0.4
H 1.0288 3.7170 -1.2364 -0.3 -0.1 0.1
Cl -3.5444 1.9177 2.0569 0.0 -0.1 -0.4
C -4.1574 0.9845 0.6453 -0.7 -0.6 0.0
C -4.8334 1.8790 -0.3941 1.2 1.1 0.3
Cl -6.1468 2.8161 0.3544 -0.4 -0.1 0.0
H -4.8796 0.2653 1.0317 0.0 0.1 0.1
H -3.3036 0.4096 0.2869 -0.2 0.3 -0.4
H -5.2008 1.4674 -1.3341 0.0 -0.7 0.5
H -4.0914 2.6285 -0.6694 0.0 0.0 -0.2
O 1.2395 -0.1485 4.3679 -0.2 -0.2 -0.1
C 0.1017 -0.8033 3.8198 -0.7 -0.1 0.3
C -1.1941 -0.6239 4.6705 2.2 0.4 -0.3
O -1.1930 -1.4101 5.8274 -0.9 -1.3 0.2
H 1.0054 0.7644 4.5511 0.0 0.1 -0.1
H -0.1384 -0.5146 2.7965 0.2 0.7 -0.1
H 0.3772 -1.8514 3.7031 -0.1 -0.1 0.5
H -2.0169 -0.8266 3.9849 -0.4 -0.3 0.6
H -1.2279 0.4096 5.0152 -0.3 0.5 -0.5
H -0.5458 -1.1547 6.4889 0.2 0.4 -0.4
```
Forces are in eV/Å.

Values from the calculation:
HOMO-LUMO gap, eV: 9.708
SMILES string: ClC(Cl)(Cl)Cl.ClCCCl.ClCCCl.ClCCCl.OCCO
ΔE to the lowest compared entry with this formula, charge and spin, eV: 0.940
Total energy, eV: -138943.280